{"formula": "C18H22N2O3S2", "method": "ωB97M-V/def2-TZVPD", "homo_lumo_gap_ev": 9.525, "relative_energy_ev": 0.228, "multiplicity": 1, "lumo_energy_ha": 0.0195, "total_charge": 0, "homo_ev": -8.99, "symbols": ["O", "C", "N", "C", "N", "C", "C", "C", "C", "C", "C", "H", "H", "H", "H", "H", "C", "C", "H", "H", "S", "O", "O", "C", "C", "H", "S", "H", "H", "H", "C", "C", "C", "C", "C", "C", "H", "H", "H", "H", "H", "H", "H", "H", "H", "H", "H"], "coordinates": [[-0.307, 2.155, -1.796], [0.495, 1.257, -2.044], [0.831, 0.320, -1.117], [0.288, 0.496, 0.045], [0.498, -0.308, 1.095], [1.268, -1.494, 1.013], [2.129, -1.823, 2.053], [2.877, -2.984, 1.988], [2.776, -3.820, 0.889], [1.921, -3.489, -0.148], [1.164, -2.333, -0.089], [0.499, -2.071, -0.895], [1.837, -4.137, -1.008], [3.363, -4.724, 0.841], [3.546, -3.232, 2.798], [2.230, -1.169, 2.906], [-0.329, -0.073, 2.266], [-1.521, -1.015, 2.315], [-1.278, -2.007, 2.679], [-2.055, -1.066, 1.370], [-2.571, -0.119, 3.502], [-3.952, -0.488, 3.397], [-1.949, -0.192, 4.793], [-2.239, 1.505, 2.746], [-0.834, 1.377, 2.200], [-0.144, 2.039, 2.726], [-0.748, 1.861, 0.392], [-2.346, 2.284, 3.493], [-2.981, 1.636, 1.963], [0.264, -0.223, 3.173], [1.143, 1.060, -3.387], [0.435, -0.106, -4.093], [1.050, -0.343, -5.469], [0.967, 0.923, -6.317], [1.674, 2.079, -5.616], [1.065, 2.323, -4.240], [0.018, 2.615, -4.342], [1.586, 3.138, -3.734], [1.595, 2.985, -6.219], [2.735, 1.841, -5.506], [-0.081, 1.183, -6.477], [1.422, 0.745, -7.294], [0.526, -1.161, -5.967], [2.096, -0.634, -5.351], [-0.625, 0.136, -4.203], [0.520, -1.004, -3.480], [2.185, 0.775, -3.212]], "mulliken_charge": [-0.7459, -0.0659, -0.4238, 0.4954, 0.4117, 0.2089, -0.2358, -0.7337, -0.3938, -0.7874, -0.1040, 0.3039, 0.3811, 0.4005, 0.3824, 0.4404, -0.6146, -0.8446, 0.4356, 0.3983, 1.1197, -0.6670, -0.6303, -0.8653, 0.0129, 0.5320, -0.1215, 0.4049, 0.4163, 0.3237, 0.6396, -0.6303, -0.7383, -0.6432, -0.7207, -0.8946, 0.2627, 0.3767, 0.3685, 0.3409, 0.3258, 0.3262, 0.3462, 0.3546, 0.3662, 0.0987, 0.3868]}